(1)
{
  "formula": "C22H26CrN5O4",
  "method": "ωB97M-V/def2-TZVPD",
  "orbital_gap_ev": [8.3, 7.9],
  "e_above_lowest_kj_mol": 78.64,
  "total_charge": 2,
  "spin_multiplicity": 4,
  "species": ["Cr", "C", "C", "N", "C", "C", "C", "C", "C", "C", "C", "C", "C", "N", "C", "H", "H", "H", "H", "H", "H", "H", "H", "C", "O", "C", "C", "O", "C", "H", "H", "H", "H", "H", "H", "H", "H", "H", "H", "C", "O", "C", "O", "H", "H", "H", "N", "C", "C", "N", "C", "C", "N", "H", "H", "H", "H", "H"],
  "coordinates": [[-0.2511, -0.5203, -0.0822], [-2.8153, 2.7715, -1.5784], [-1.8931, 1.7234, -1.5279], [-1.5692, 1.0986, -0.4063], [-2.1729, 1.5049, 0.7428], [-3.1071, 2.5433, 0.7915], [-3.4231, 3.1831, -0.4204], [-3.6886, 2.9040, 2.0536], [-3.3420, 2.2598, 3.1874], [-2.3810, 1.1942, 3.1643], [-1.9629, 0.4906, 4.3109], [-1.0286, -0.5066, 4.1920], [-0.5063, -0.8116, 2.9314], [-0.8907, -0.1702, 1.8377], [-1.8107, 0.8220, 1.9463], [-3.0359, 3.2411, -2.5261], [-1.4041, 1.3849, -2.4315], [-4.1412, 3.9934, -0.4296], [-4.4123, 3.7081, 2.0776], [-3.7826, 2.5382, 4.1358], [-2.3785, 0.7456, 5.2778], [-0.6837, -1.0589, 5.0541], [0.2456, -1.5770, 2.7912], [0.7179, -0.1551, -3.1033], [0.0613, -0.9507, -2.1044], [-0.8333, -1.9364, -2.6618], [-1.2086, -2.8906, -1.5617], [-1.7245, -2.1077, -0.4821], [-2.2843, -2.9255, 0.5613], [1.4238, -0.7738, -3.6570], [1.2417, 0.6481, -2.5906], [-0.0139, 0.2612, -3.7977], [-0.3268, -2.4698, -3.4685], [-1.7115, -1.4249, -3.0628], [-0.3451, -3.4651, -1.2136], [-1.9724, -3.5820, -1.9257], [-3.1303, -3.4857, 0.1646], [-2.6255, -2.2598, 1.3478], [-1.5280, -3.6100, 0.9498], [1.8983, 1.5161, 1.7097], [2.2705, 0.1524, 1.5052], [1.7529, -0.4857, 0.4004], [1.1484, -1.6412, 0.5856], [2.5134, 1.8799, 2.5282], [0.8465, 1.6038, 1.9830], [2.0757, 2.1258, 0.8203], [5.8390, 1.0482, -1.7862], [4.8923, 0.1116, -1.6170], [3.8340, 0.2890, -0.7040], [2.9135, -0.6620, -0.5804], [2.9991, -1.7954, -1.2926], [4.0545, -1.9299, -2.1762], [4.9760, -1.0007, -2.3546], [5.9083, 1.8525, -1.1894], [6.6142, 0.8330, -2.3920], [3.7482, 1.1545, -0.0689], [2.2531, -2.5470, -1.1023], [4.1563, -2.8394, -2.7556]],
  "forces_ev_per_angstrom": [[0.273, -0.236, -0.039], [0.003, -0.001, -0.032], [0.017, -0.038, 0.013], [-0.106, 0.149, -0.087], [-0.025, 0.047, -0.050], [0.031, -0.043, 0.005], [-0.015, 0.016, 0.011], [-0.021, 0.028, -0.018], [-0.007, -0.001, 0.044], [0.020, -0.024, -0.030], [-0.013, 0.016, -0.002], [0.014, -0.020, 0.008], [0.020, -0.028, -0.037], [-0.014, 0.024, 0.142], [-0.023, -0.016, 0.080], [0.005, -0.003, -0.003], [-0.006, 0.002, 0.004], [-0.002, -0.001, 0.002], [-0.002, 0.000, -0.009], [0.001, 0.000, 0.000], [-0.005, 0.005, -0.002], [0.000, 0.000, -0.001], [0.003, 0.006, 0.012], [0.000, 0.024, -0.011], [-0.015, 0.001, 0.018], [0.032, -0.026, -0.001], [-0.044, -0.004, -0.085], [0.040, 0.095, 0.057], [0.002, -0.012, -0.001], [0.012, -0.007, 0.008], [0.007, -0.008, 0.001], [-0.001, -0.003, 0.010], [0.015, 0.012, 0.007], [-0.015, -0.002, -0.001], [0.014, 0.009, 0.001], [-0.006, 0.011, 0.024], [0.010, -0.009, -0.005], [-0.015, 0.015, -0.005], [0.003, 0.009, 0.007], [0.013, -0.002, -0.028], [0.020, 0.037, 0.044], [-0.199, -0.039, -0.001], [-0.049, -0.007, 0.023], [0.002, 0.003, -0.002], [0.003, -0.002, 0.012], [-0.005, 0.000, 0.002], [0.012, 0.013, -0.009], [-0.015, -0.014, 0.017], [0.012, -0.006, -0.013], [0.053, 0.011, -0.066], [-0.024, -0.007, -0.028], [-0.010, -0.022, -0.011], [-0.005, 0.025, 0.021], [-0.002, -0.001, 0.001], [0.000, 0.005, 0.001], [-0.001, 0.007, -0.003], [0.005, 0.008, 0.001], [0.000, 0.005, 0.000]]
}

---

(2)
{
  "formula": "C22H26F3NO3",
  "method": "ωB97M-V/def2-TZVPD",
  "orbital_gap_ev": 8.7,
  "smiles": "COc1ccc(CC2(CO)CCN(Cc3ccc(OC(F)(F)F)cc3)CC2)cc1",
  "total_charge": 0,
  "species": ["C", "O", "C", "C", "C", "C", "C", "C", "C", "O", "C", "C", "N", "C", "C", "C", "C", "C", "O", "C", "F", "F", "F", "C", "C", "C", "C", "C", "C", "H", "H", "H", "H", "H", "H", "H", "H", "H", "H", "H", "H", "H", "H", "H", "H", "H", "H", "H", "H", "H", "H", "H", "H", "H", "H"],
  "coordinates": [[3.2419, -3.2642, 2.5395], [3.0180, -1.8971, 2.7870], [2.6244, -1.0999, 1.7533], [2.5425, 0.2631, 2.0419], [2.1971, 1.1650, 1.0611], [1.8976, 0.7450, -0.2332], [1.5996, 1.7516, -1.3049], [0.1262, 2.2148, -1.4275], [0.1407, 3.4303, -2.3739], [0.9028, 4.4709, -1.7964], [-0.7423, 1.0927, -2.0090], [-2.2363, 1.4521, -2.0081], [-2.7540, 1.8716, -0.7256], [-3.2952, 0.8355, 0.1302], [-2.4104, -0.3512, 0.4451], [-1.5629, -0.3598, 1.5481], [-0.7772, -1.4598, 1.8315], [-0.8355, -2.5693, 1.0021], [-0.0192, -3.6558, 1.3886], [-0.0168, -4.7635, 0.6854], [0.4049, -4.6178, -0.5857], [0.8177, -5.6330, 1.2554], [-1.2078, -5.3809, 0.5997], [-1.6610, -2.5865, -0.1057], [-2.4462, -1.4762, -0.3674], [-1.9432, 2.9053, -0.1210], [-0.4426, 2.6001, -0.0578], [1.9548, -0.6139, -0.5023], [2.3204, -1.5330, 0.4691], [3.9780, -3.4128, 1.7432], [2.3152, -3.7832, 2.2826], [3.6324, -3.6722, 3.4705], [2.7827, 0.5894, 3.0418], [2.1779, 2.2194, 1.2938], [1.9015, 1.3445, -2.2731], [2.1930, 2.6470, -1.1112], [-0.8802, 3.7804, -2.5664], [0.5811, 3.1244, -3.3350], [0.9088, 5.2206, -2.3987], [-0.5865, 0.1975, -1.4046], [-0.4334, 0.8706, -3.0332], [-2.8186, 0.5973, -2.3565], [-2.4107, 2.2735, -2.7132], [-3.6002, 1.3153, 1.0633], [-4.1997, 0.4615, -0.3658], [-1.5296, 0.4945, 2.2076], [-0.1254, -1.4785, 2.6889], [-1.7220, -3.4397, -0.7620], [-3.1072, -1.5014, -1.2208], [-2.3195, 3.0985, 0.8861], [-2.1018, 3.8175, -0.7079], [0.0841, 3.4789, 0.3144], [-0.2724, 1.7709, 0.6292], [1.7361, -0.9722, -1.4986], [2.3782, -2.5776, 0.2060]],
  "forces_ev_per_angstrom": [[-0.001, -0.285, -0.057], [-0.115, 0.355, 0.028], [0.015, 0.150, -0.085], [0.040, -0.192, 0.114], [0.021, -0.156, 0.008], [0.047, -0.057, -0.188], [-0.227, 0.130, 0.063], [0.208, 0.123, -0.069], [-0.324, -0.410, -0.154], [0.153, 0.303, 0.145], [-0.142, 0.259, 0.040], [0.084, -0.035, -0.135], [-0.062, 0.014, 0.104], [-0.053, 0.022, -0.129], [-0.120, -0.058, 0.005], [-0.065, -0.148, -0.104], [0.083, -0.305, -0.050], [-0.012, 0.011, 0.069], [-0.289, 1.171, 0.391], [0.111, -1.583, -0.823], [0.084, 0.390, -0.120], [0.184, 0.089, 0.317], [-0.276, 0.205, 0.177], [0.080, -0.171, -0.062], [0.052, 0.112, 0.210], [0.172, 0.111, 0.053], [-0.210, 0.084, -0.157], [0.005, 0.213, 0.048], [0.168, -0.308, 0.263], [-0.019, 0.012, 0.014], [0.079, 0.033, -0.012], [-0.010, -0.015, -0.079], [0.047, 0.046, 0.124], [-0.003, 0.133, 0.032], [0.054, 0.054, -0.068], [0.080, -0.054, -0.090], [0.077, -0.052, -0.029], [-0.069, -0.047, 0.069], [0.004, -0.040, 0.051], [0.057, -0.040, -0.051], [0.080, -0.070, -0.081], [-0.044, 0.028, -0.075], [-0.018, -0.106, -0.084], [-0.065, -0.041, -0.033], [0.020, -0.034, 0.146], [0.017, 0.116, 0.083], [0.111, 0.002, 0.132], [0.026, -0.057, 0.009], [-0.102, 0.012, -0.095], [-0.034, 0.066, -0.031], [0.040, 0.087, 0.101], [0.064, 0.013, 0.132], [0.014, 0.057, 0.030], [-0.014, -0.019, -0.119], [-0.003, -0.119, 0.023]]
}

---

(3)
{
  "formula": "C22H26FN3O2",
  "method": "ωB97M-V/def2-TZVPD",
  "orbital_gap_ev": 9.1,
  "smiles": "Cc1cc(C)cc(NC(=O)CN2CCC(NC(=O)c3cccc(F)c3)CC2)c1",
  "e_above_lowest_kj_mol": 26.82,
  "total_charge": 0,
  "species": ["C", "C", "C", "C", "C", "C", "C", "N", "C", "O", "C", "N", "C", "C", "C", "N", "C", "O", "C", "C", "C", "C", "C", "F", "C", "C", "C", "C", "H", "H", "H", "H", "H", "H", "H", "H", "H", "H", "H", "H", "H", "H", "H", "H", "H", "H", "H", "H", "H", "H", "H", "H", "H", "H"],
  "coordinates": [[-5.9902, -5.7807, -1.0125], [-4.7063, -5.2267, -1.5532], [-4.4882, -5.1828, -2.9246], [-3.3037, -4.6847, -3.4471], [-3.0947, -4.6238, -4.9298], [-2.3187, -4.2215, -2.5856], [-2.5207, -4.2604, -1.2128], [-1.5661, -3.8085, -0.2893], [-0.3119, -3.3281, -0.5157], [0.1893, -3.1929, -1.6070], [0.4363, -2.9677, 0.7705], [0.8698, -1.5881, 0.7218], [1.7762, -1.2552, 1.8027], [2.3636, 0.1341, 1.5780], [1.2398, 1.1678, 1.5056], [1.7611, 2.4934, 1.2559], [1.6316, 3.5128, 2.1338], [1.0734, 3.3982, 3.2076], [2.2437, 4.8059, 1.6932], [2.7387, 5.6590, 2.6749], [3.3050, 6.8737, 2.3339], [3.3734, 7.2632, 1.0069], [2.8586, 6.4145, 0.0437], [2.9053, 6.7899, -1.2522], [2.2964, 5.1918, 0.3583], [0.2586, 0.7494, 0.4109], [-0.2468, -0.6634, 0.6800], [-3.7162, -4.7626, -0.7039], [-6.0617, -5.6288, 0.0615], [-6.0520, -6.8497, -1.2146], [-6.8430, -5.3026, -1.4913], [-5.2563, -5.5444, -3.5934], [-2.0357, -4.5748, -5.1687], [-3.5305, -5.4926, -5.4184], [-3.5761, -3.7339, -5.3362], [-1.3936, -3.8332, -2.9762], [-1.8657, -3.8802, 0.6735], [1.3286, -3.5994, 0.8098], [-0.1815, -3.1811, 1.6650], [2.5818, -1.9933, 1.8167], [1.2652, -1.2842, 2.7837], [3.0519, 0.3810, 2.3876], [2.9140, 0.1336, 0.6353], [0.7235, 1.2272, 2.4701], [2.2904, 2.6234, 0.4089], [2.6659, 5.3495, 3.7061], [3.6919, 7.5249, 3.1025], [3.8055, 8.2067, 0.7137], [1.8845, 4.5848, -0.4335], [-0.5828, 1.4427, 0.3721], [0.7675, 0.7582, -0.5545], [-0.9163, -0.9673, -0.1281], [-0.8177, -0.6771, 1.6288], [-3.8705, -4.7920, 0.3668]],
  "forces_ev_per_angstrom": [[0.023, -0.024, -0.013], [0.084, 0.069, 0.012], [0.096, 0.038, 0.015], [-0.157, -0.097, 0.148], [-0.023, 0.056, 0.007], [0.158, 0.066, -0.029], [-0.108, -0.067, -0.295], [-0.318, -0.140, 0.381], [0.095, -0.046, 0.380], [0.097, 0.063, -0.175], [0.150, 0.156, -0.056], [-0.077, -0.184, 0.056], [0.255, 0.053, -0.098], [-0.248, -0.029, 0.285], [-0.045, -0.167, -0.092], [0.036, -0.198, -0.276], [0.078, 0.006, -0.152], [-0.051, 0.055, 0.261], [0.070, 0.403, 0.076], [-0.078, -0.176, 0.058], [-0.030, -0.075, -0.044], [-0.074, -0.052, -0.244], [0.066, 0.000, 0.094], [-0.018, -0.018, 0.101], [0.071, 0.093, 0.004], [-0.133, -0.084, 0.343], [0.009, 0.161, -0.256], [0.019, 0.011, -0.060], [-0.059, -0.013, 0.070], [-0.063, -0.063, 0.030], [-0.089, 0.002, 0.016], [-0.106, -0.057, -0.102], [0.060, -0.004, -0.079], [-0.002, -0.039, -0.077], [0.001, 0.035, -0.091], [0.046, 0.009, -0.018], [0.203, 0.094, -0.157], [-0.113, -0.029, 0.037], [0.058, -0.001, -0.074], [-0.056, -0.005, 0.064], [0.037, -0.040, -0.014], [0.028, 0.043, -0.007], [0.080, 0.004, -0.038], [0.065, -0.053, -0.137], [0.033, 0.108, 0.099], [-0.022, -0.022, 0.080], [0.040, 0.051, 0.063], [0.034, 0.087, -0.058], [-0.041, -0.043, -0.092], [0.013, 0.050, -0.016], [-0.002, 0.030, -0.089], [-0.047, 0.038, 0.080], [-0.015, -0.041, -0.048], [-0.031, -0.010, 0.126]]
}

---

(4)
{
  "formula": "C22H26IMoN4O5",
  "method": "ωB97M-V/def2-TZVPD",
  "orbital_gap_ev": 5.8,
  "e_above_lowest_kj_mol": 79.50,
  "total_charge": 3,
  "species": ["Mo", "O", "C", "O", "C", "C", "C", "C", "C", "N", "C", "O", "O", "H", "H", "H", "N", "C", "N", "C", "C", "C", "C", "C", "H", "H", "H", "H", "H", "H", "H", "H", "H", "H", "C", "C", "C", "C", "O", "H", "H", "H", "H", "H", "H", "H", "H", "H", "I", "C", "C", "C", "C", "C", "N", "H", "H", "H", "H"],
  "coordinates": [[-0.7849, 0.1581, 0.5536], [1.5066, 0.4625, 3.8510], [0.7628, 0.7826, 3.0014], [0.6274, 0.0432, 1.8117], [-0.1725, 1.9464, 2.9411], [-0.2370, 3.0258, 3.8013], [-1.1121, 4.0628, 3.4722], [-1.8661, 4.0113, 2.2980], [-1.7405, 2.8833, 1.5107], [-0.9354, 1.8859, 1.8548], [-2.3703, 2.6260, 0.1862], [-3.1202, 3.2653, -0.4421], [-1.8847, 1.3694, -0.3058], [0.3903, 3.0619, 4.6826], [-1.1865, 4.9275, 4.1194], [-2.5186, 4.8213, 1.9985], [0.7534, 0.6677, -0.6087], [1.6956, 0.5807, -1.3201], [2.7046, 0.5189, -2.0628], [2.5942, 0.5297, -3.5702], [3.3972, 1.6971, -4.1152], [4.8359, 1.6680, -3.6084], [4.8809, 1.6827, -2.0835], [4.1074, 0.5172, -1.4946], [1.5358, 0.5785, -3.8206], [2.9987, -0.4318, -3.8907], [2.9092, 2.6353, -3.8386], [3.3659, 1.6328, -5.2037], [5.3791, 2.5267, -3.9993], [5.3463, 0.7777, -3.9868], [4.4790, 2.6219, -1.6945], [5.9079, 1.6041, -1.7237], [4.0205, 0.5546, -0.4103], [4.5276, -0.4462, -1.7877], [-2.2908, -3.4296, -0.4406], [-1.7657, -2.3747, -1.3803], [-0.5159, -2.7683, -2.1243], [-2.8179, -1.6985, -2.2186], [-1.2481, -1.2200, -0.4152], [-2.6190, -4.2760, -1.0475], [-3.1540, -3.0724, 0.1203], [-1.5173, -3.7917, 0.2362], [-0.7915, -3.5667, -2.8171], [0.2519, -3.1589, -1.4577], [-0.1262, -1.9428, -2.7197], [-3.2073, -2.4405, -2.9193], [-2.4073, -0.8753, -2.8019], [-3.6506, -1.3459, -1.6117], [-4.3086, 0.1050, 1.5691], [-2.9673, -1.1503, 2.5181], [-3.4643, -2.0361, 3.4614], [-2.6051, -2.9331, 4.0721], [-1.2646, -2.9232, 3.7137], [-0.8301, -2.0069, 2.7855], [-1.6579, -1.1088, 2.1957], [-4.5172, -2.0186, 3.7054], [-2.9789, -3.6318, 4.8095], [-0.5537, -3.6108, 4.1497], [0.2099, -1.9734, 2.5017]],
  "forces_ev_per_angstrom": [[-0.117, -0.269, -0.613], [0.032, 0.081, 0.037], [-0.083, -0.238, -0.134], [-0.046, 0.111, 0.051], [0.075, 0.114, 0.102], [-0.017, -0.026, -0.059], [0.004, -0.013, 0.012], [0.001, -0.056, -0.026], [-0.056, 0.075, 0.059], [-0.011, -0.125, -0.009], [0.056, 0.001, -0.132], [-0.026, 0.002, 0.048], [0.115, -0.245, 0.352], [0.003, -0.006, 0.001], [-0.001, 0.002, -0.001], [-0.002, -0.001, -0.006], [-0.001, 0.016, -0.092], [-0.003, -0.032, 0.060], [0.059, 0.062, -0.037], [-0.033, -0.047, 0.099], [-0.013, 0.016, -0.031], [0.010, 0.009, -0.007], [0.025, 0.008, 0.020], [-0.104, -0.047, -0.006], [0.011, 0.018, -0.030], [0.006, 0.013, -0.026], [0.003, 0.000, 0.005], [-0.001, -0.010, 0.003], [-0.002, -0.002, 0.001], [-0.003, -0.003, 0.000], [-0.007, 0.001, -0.007], [-0.003, -0.006, 0.001], [0.031, 0.012, 0.000], [0.028, 0.013, 0.004], [0.011, -0.010, -0.007], [-0.154, -0.043, 0.062], [0.003, -0.011, -0.019], [0.022, -0.027, -0.007], [0.390, 0.524, 0.229], [-0.011, 0.012, -0.002], [-0.002, 0.008, 0.008], [0.007, 0.004, -0.002], [0.000, 0.005, 0.005], [-0.005, 0.004, 0.012], [-0.004, 0.010, 0.006], [0.000, -0.001, 0.010], [0.007, 0.004, 0.006], [0.002, 0.003, 0.009], [-0.139, 0.071, -0.036], [0.094, -0.090, 0.083], [-0.012, 0.043, -0.036], [0.006, -0.007, 0.003], [0.016, 0.009, -0.011], [-0.011, -0.001, 0.008], [-0.147, 0.063, 0.039], [-0.001, 0.002, -0.003], [-0.005, 0.002, 0.000], [0.001, 0.002, 0.001], [0.002, -0.007, 0.003]]
}

---

no.,total energy (eV)
1,-67285.3754
2,-39021.3903
3,-34520.4169
4,-49364.2746